84
Properties=species:S:1:pos:R:3:forces:R:3 method="wB97M-V/def2-TZVPD" de_lowest_kcal_mol=0.0 lumo_ev="-3.98 / -3.99" total_charge=+1 e_homo_ev="-10.653 / -10.716" multiplicity=2 energy_ha=-3973.2834 homo_lumo_gap_ev="6.67 / 6.72"
Fe 0.2184 -1.5796 -0.7925 -0.170 -0.361 0.231
C 5.7902 -0.5704 0.0691 -0.010 -0.009 0.003
C 4.7051 0.1209 -0.4438 0.020 0.002 -0.001
C 3.4439 -0.4528 -0.4215 -0.024 0.031 0.006
C 3.2714 -1.7137 0.1269 0.088 -0.057 0.004
C 4.3615 -2.4181 0.6420 -0.033 -0.024 -0.003
C 5.6150 -1.8422 0.6071 0.003 0.014 -0.009
N 1.9534 -2.2627 0.1637 0.023 0.166 -0.083
N 1.8397 -3.2988 0.8305 0.014 -0.039 0.013
C 0.5402 -3.8278 0.8950 -0.041 0.049 0.019
C 0.3505 -4.9776 1.6356 0.022 -0.029 0.016
C -0.9380 -5.4695 1.7661 0.010 -0.027 -0.119
C -1.9761 -4.7732 1.1742 0.087 -0.059 -0.079
C -1.6912 -3.6317 0.4407 0.011 -0.014 -0.015
N -0.4516 -3.1761 0.2775 0.083 0.133 -0.131
H 6.7753 -0.1241 0.0499 0.001 -0.001 0.001
H 4.8376 1.1109 -0.8595 0.000 -0.001 -0.001
H 2.5960 0.0758 -0.8199 0.008 -0.013 0.008
H 4.2177 -3.4030 1.0594 0.003 -0.001 0.000
H 6.4632 -2.3843 1.0019 0.000 -0.002 0.001
H 1.2071 -5.4473 2.0967 -0.007 -0.011 0.006
H -1.1286 -6.3705 2.3328 0.005 -0.003 0.010
H -3.0023 -5.0966 1.2704 0.003 -0.003 0.000
H -2.4915 -3.0706 -0.0189 0.011 0.003 -0.028
C 1.3767 4.5871 2.3693 -0.007 -0.009 -0.009
C 1.0184 3.1955 1.9203 -0.013 -0.050 0.032
C 0.8247 2.1609 2.8407 0.082 0.046 -0.057
C 0.4775 0.8883 2.4353 -0.054 0.099 0.249
C 0.3787 -0.2290 3.4367 0.209 -0.255 -0.295
O 1.3127 -0.4635 4.1697 -0.076 0.117 0.127
C -0.8401 -1.0917 3.4375 -0.105 0.046 0.128
C -0.7471 -2.3912 3.9277 -0.022 0.011 0.011
C -1.8678 -3.2054 3.9428 -0.055 0.119 0.085
C -3.0881 -2.7204 3.4846 0.026 0.041 0.085
C -3.1869 -1.4198 3.0093 0.008 0.002 -0.011
C -2.0608 -0.6103 2.9819 -0.017 -0.035 0.080
C 0.3359 0.5875 1.0733 -0.020 -0.065 -0.052
O -0.0129 -0.6445 0.7716 -0.211 -0.051 -0.240
C 0.5795 1.5944 0.1246 0.022 0.074 -0.068
C 0.8949 2.8882 0.5795 -0.013 -0.007 -0.005
C 0.5512 1.3191 -1.3092 -0.004 -0.028 -0.050
N 0.5799 0.1197 -1.8033 0.029 0.077 0.024
C 0.5107 -0.0508 -3.2654 0.024 0.006 0.024
C -0.9352 -0.2370 -3.7135 0.001 -0.016 0.009
Te -2.0395 -1.3315 -2.2482 0.091 0.102 0.095
C -2.9388 0.4215 -1.4731 0.011 -0.002 0.013
C -3.7288 1.1796 -2.3341 0.008 -0.015 -0.016
C -4.3247 2.3467 -1.8800 -0.013 -0.003 0.013
C -4.1428 2.7530 -0.5637 -0.004 -0.007 -0.005
C -3.3780 1.9822 0.2994 -0.002 0.005 0.010
C -2.7784 0.8118 -0.1511 -0.023 0.015 -0.022
C 0.5133 2.5163 -2.2059 -0.009 0.007 0.036
C 1.6650 2.9813 -2.8314 -0.001 -0.004 -0.007
C 1.6078 4.1130 -3.6308 0.003 0.002 -0.001
C 0.4024 4.7793 -3.8078 -0.005 -0.007 0.005
C -0.7442 4.3200 -3.1753 0.016 0.001 0.000
C -0.6897 3.1947 -2.3648 0.000 -0.014 0.005
H 1.4245 4.6477 3.4551 0.001 0.000 0.000
H 0.6398 5.3139 2.0249 0.000 0.003 0.001
H 2.3473 4.8905 1.9747 0.000 0.001 0.000
H 0.9629 2.3478 3.8998 -0.012 0.003 -0.001
H 0.2076 -2.7417 4.2989 0.008 0.006 0.006
H -1.7975 -4.2150 4.3274 -0.005 0.010 0.014
H -3.9663 -3.3525 3.5136 -0.022 -0.007 0.006
H -4.1399 -1.0357 2.6686 -0.012 0.008 0.002
H -2.1281 0.4094 2.6231 -0.007 0.009 0.042
H 1.0643 3.6710 -0.1490 0.007 -0.004 -0.007
H 1.1063 -0.9217 -3.5131 0.019 0.004 -0.010
H 0.9373 0.8027 -3.7868 -0.015 0.022 0.011
H -1.0068 -0.7681 -4.6588 0.003 -0.013 0.015
H -1.4483 0.7212 -3.7815 -0.007 -0.005 -0.020
H -3.8830 0.8678 -3.3613 -0.003 0.005 -0.001
H -4.9360 2.9348 -2.5519 -0.002 0.000 -0.002
H -4.6060 3.6646 -0.2103 0.001 0.000 0.000
H -3.2432 2.2967 1.3270 0.009 -0.008 0.012
H -2.1870 0.2090 0.5228 0.034 0.001 -0.048
H 2.6049 2.4589 -2.6923 0.002 0.003 0.001
H 2.5048 4.4754 -4.1148 0.000 0.001 -0.001
H 0.3596 5.6609 -4.4331 0.001 0.001 -0.001
H -1.6822 4.8441 -3.3029 -0.003 0.000 0.001
H -1.5765 2.8490 -1.8453 0.025 0.018 -0.010
O -0.8732 -3.3917 -3.9132 -0.010 -0.010 0.006
S 0.4478 -3.6054 -3.3106 -0.010 -0.071 -0.061
N 0.8347 -2.7954 -2.1411 0.011 0.074 0.009